Entry one
{"formula": "C17H25NO3", "method": "wB97M-V/def2-TZVPD", "species": ["C", "H", "O", "C", "C", "C", "C", "C", "C", "H", "H", "C", "C", "C", "O", "N", "C", "H", "C", "O", "C", "H", "C", "H", "H", "H", "H", "H", "H", "H", "H", "H", "C", "C", "H", "H", "H", "C", "H", "H", "H", "H", "H", "H", "H", "H"], "xyz": [[5.53, 1.36, 0.23], [5.58, 1.46, -0.94], [4.37, 1.59, 0.71], [3.28, 0.59, 0.35], [2.01, 0.66, 0.81], [0.86, -0.08, 0.71], [0.97, -1.18, -0.06], [2.29, -1.23, -0.92], [3.33, -0.41, -0.61], [4.37, -0.67, -1.00], [2.39, -1.87, -1.48], [-0.20, -1.85, -0.71], [-0.92, -1.41, -1.80], [-1.02, 0.37, -1.49], [-0.20, 0.99, -2.13], [-2.17, 0.78, -0.73], [-3.21, -0.02, -0.24], [-4.17, 0.37, -0.79], [-3.34, 0.71, 1.10], [-3.59, 2.04, 1.37], [-2.46, 2.63, 0.64], [-1.64, 2.45, 1.47], [-2.20, 2.37, -0.68], [-3.11, 2.65, -1.16], [-1.28, 2.86, -1.36], [-2.50, 3.73, 0.82], [-2.58, 0.07, 1.77], [-4.33, 0.34, 1.54], [-3.22, -0.97, -0.21], [-0.38, -1.40, -2.57], [-1.91, -1.58, -1.84], [0.28, -2.87, -1.20], [-0.86, -2.39, 0.64], [0.04, -3.11, 1.66], [0.61, -3.87, 1.27], [-0.46, -3.16, 2.57], [0.78, -2.22, 1.86], [-1.89, -3.51, 0.51], [-1.38, -4.34, -0.15], [-2.74, -3.07, -0.40], [-2.36, -3.93, 1.29], [-1.58, -1.52, 1.30], [-0.13, 0.16, 1.15], [1.82, 1.52, 1.67], [5.98, 2.22, 0.49], [6.10, 0.33, 0.38]], "smiles": "COc1ccc([C@H](CC(=O)N2CCOCC2)C(C)C)cc1", "e_lumo_ev": 0.76}

Entry two
{"formula": "C17H25NO3", "method": "wB97M-V/def2-TZVPD", "species": ["C", "H", "O", "C", "C", "C", "C", "C", "C", "H", "H", "C", "C", "O", "O", "C", "C", "H", "H", "H", "H", "C", "N", "C", "C", "C", "C", "C", "H", "H", "H", "H", "H", "H", "H", "H", "H", "H", "H", "H", "H", "H", "H", "H", "H", "H"], "xyz": [[2.91, -1.07, 6.38], [2.25, -0.59, 7.10], [2.20, -1.64, 5.32], [1.44, -0.84, 4.53], [1.31, 0.54, 4.68], [0.51, 1.26, 3.81], [-0.18, 0.63, 2.79], [-0.04, -0.74, 2.63], [0.76, -1.47, 3.49], [0.87, -2.54, 3.38], [-0.56, -1.24, 1.83], [-1.01, 1.43, 1.81], [-0.09, 1.76, 0.65], [0.54, 2.77, 0.55], [-0.06, 0.75, -0.21], [0.86, 0.84, -1.31], [2.25, 0.44, -0.83], [2.25, -0.59, -0.48], [2.97, 0.54, -1.64], [2.56, 1.09, -0.02], [0.87, 1.88, -1.67], [0.35, -0.08, -2.43], [-0.61, 0.59, -3.28], [-1.95, 0.69, -2.72], [-2.74, -0.62, -2.78], [-2.79, -1.13, -4.22], [-1.38, -1.25, -4.78], [-0.66, 0.10, -4.64], [0.35, 0.04, -5.03], [-1.20, 0.85, -5.23], [-0.83, -2.01, -4.23], [-1.41, -1.54, -5.83], [-3.30, -2.10, -4.26], [-3.36, -0.43, -4.83], [-2.26, -1.37, -2.15], [-3.75, -0.46, -2.40], [-1.87, 1.03, -1.69], [-2.48, 1.46, -3.30], [1.21, -0.36, -3.05], [-0.04, -1.00, -1.96], [-1.86, 0.84, 1.46], [-1.36, 2.36, 2.27], [0.42, 2.33, 3.94], [1.83, 1.06, 5.47], [3.65, -0.33, 6.02], [3.44, -1.89, 6.87]], "smiles": "COc1ccc(CC(=O)O[C@@H](C)CN2CCCCC2)cc1", "e_lumo_ev": 0.83}

entry two has the most favorable energy; the next structure is 1420.6 kJ/mol above.

Entry one
{"formula": "C2H12N4", "method": "wB97M-V/def2-TZVPD", "species": ["N", "C", "N", "H", "H", "H", "H", "H", "H", "N", "C", "N", "H", "H", "H", "H", "H", "H"], "xyz": [[-1.64, -2.21, -0.59], [-0.85, -2.36, 0.62], [-0.97, -1.38, 1.70], [-2.41, -1.56, -0.67], [-1.86, -3.07, -1.08], [-0.98, -3.41, 0.97], [0.19, -2.14, 0.45], [-1.93, -1.11, 1.88], [-0.44, -0.59, 1.36], [1.47, 2.63, -1.42], [1.62, 1.97, -0.18], [0.37, 1.29, 0.35], [1.06, 2.11, -2.19], [2.40, 2.80, -1.79], [2.43, 1.23, -0.23], [1.95, 2.63, 0.65], [-0.17, 1.11, -0.50], [-0.23, 2.07, 0.66]], "smiles": "NCN.NCN", "e_lumo_ev": 0.97}

Entry two
{"formula": "C2H12N4", "method": "wB97M-V/def2-TZVPD", "species": ["N", "C", "N", "H", "H", "H", "H", "H", "H", "N", "C", "N", "H", "H", "H", "H", "H", "H"], "xyz": [[1.18, 0.06, 1.34], [1.98, 0.57, 0.21], [2.07, -0.31, -0.95], [1.68, -0.69, 1.81], [1.06, 0.80, 2.03], [1.59, 1.47, -0.26], [3.04, 0.67, 0.47], [1.77, -1.29, -0.79], [1.73, -0.09, -1.95], [-1.81, -1.10, -0.99], [-1.64, 0.28, -0.51], [-1.96, 0.54, 0.92], [-1.04, -1.74, -0.83], [-2.36, -1.24, -1.82], [-0.63, 0.62, -0.64], [-2.18, 0.81, -1.30], [-1.60, -0.17, 1.56], [-1.44, 1.37, 1.24]], "smiles": "NCN.NCN", "e_lumo_ev": 0.89}

entry one has the most favorable energy; the next structure is 33.2 kJ/mol above.

Entry one
{"formula": "H17O12S", "method": "wB97M-V/def2-TZVPD", "species": ["O", "H", "H", "H", "S", "O", "O", "O", "O", "O", "H", "H", "O", "H", "H", "O", "H", "H", "O", "H", "H", "O", "H", "H", "O", "H", "H", "O", "H", "H"], "xyz": [[-3.95, -24.08, 54.23], [-4.73, -23.88, 53.49], [-3.95, -23.39, 55.20], [-3.06, -24.16, 53.85], [-6.85, -22.19, 53.23], [-8.16, -22.32, 53.90], [-6.00, -21.29, 53.93], [-6.16, -23.47, 53.17], [-7.13, -21.69, 51.93], [-4.84, -26.70, 51.45], [-4.63, -27.52, 51.20], [-4.77, -26.70, 52.51], [-1.82, -21.70, 54.10], [-1.34, -21.01, 54.56], [-2.61, -21.01, 53.97], [-5.25, -22.98, 56.40], [-5.17, -22.91, 57.19], [-5.38, -22.03, 56.08], [-3.69, -25.10, 57.05], [-4.69, -25.44, 57.40], [-3.34, -25.88, 56.59], [-1.87, -24.28, 53.16], [-1.25, -24.88, 53.61], [-1.61, -23.51, 52.94], [-6.42, -24.97, 51.07], [-5.90, -25.67, 50.91], [-6.08, -24.42, 51.63], [-6.95, -24.81, 55.34], [-6.98, -24.49, 54.43], [-6.39, -24.13, 55.80]], "total_charge": -1, "e_lumo_ev": 1.74}

Entry two
{"formula": "H17O12S", "method": "wB97M-V/def2-TZVPD", "species": ["O", "H", "H", "H", "S", "O", "O", "O", "O", "O", "H", "H", "O", "H", "H", "O", "H", "H", "O", "H", "H", "O", "H", "H", "O", "H", "H", "O", "H", "H"], "xyz": [[-0.37, -0.38, 0.79], [-0.67, -0.48, -0.10], [0.35, -0.91, 1.11], [-0.55, 0.59, 1.06], [-0.74, 1.09, -2.58], [-0.49, 0.05, -1.67], [-2.13, 1.36, -2.38], [0.08, 2.23, -2.37], [-0.68, 0.64, -3.95], [1.17, -1.86, -2.08], [0.59, -1.24, -1.75], [1.99, -1.72, -1.37], [0.70, -1.34, 3.73], [-0.05, -0.92, 4.05], [1.46, -0.87, 4.04], [-2.39, -1.76, -1.78], [-2.37, -1.89, -2.74], [-1.74, -0.97, -1.86], [0.80, 1.66, 2.49], [1.57, 1.24, 3.06], [1.43, 1.91, 1.78], [1.46, 2.22, -0.03], [0.98, 2.39, -0.86], [2.27, 1.73, -0.20], [1.80, -1.98, 1.05], [1.97, -1.88, 2.00], [2.07, -2.88, 0.66], [-2.74, 1.04, 0.18], [-2.60, 0.95, -0.68], [-3.19, 1.97, 0.42]], "total_charge": -1, "e_lumo_ev": 1.47}

entry two has the most favorable energy; the next structure is 308.7 kJ/mol above.

Entry one
{"formula": "CH12NO3", "method": "wB97M-V/def2-TZVPD", "species": ["C", "N", "H", "H", "H", "H", "H", "H", "H", "H", "O", "H", "H", "O", "H", "H", "O"], "xyz": [[-0.33, -2.02, 0.79], [-0.18, -0.58, 0.43], [0.67, -2.45, 0.95], [-0.70, -2.40, -0.21], [-1.13, -2.19, 1.52], [0.42, -0.11, 1.16], [0.52, -0.56, -0.46], [-1.00, -0.04, 0.20], [-2.97, 1.07, -0.91], [-2.12, 2.15, -0.65], [-2.32, 1.34, -0.20], [1.39, -0.59, -2.87], [0.30, 0.47, -2.64], [0.96, -0.05, -2.16], [2.89, 1.91, 1.76], [1.63, 2.48, 1.55], [1.97, 1.56, 1.72]], "total_charge": 1, "e_lumo_ev": -3.21}

Entry two
{"formula": "CH12NO3", "method": "wB97M-V/def2-TZVPD", "species": ["C", "N", "H", "H", "H", "H", "H", "H", "H", "H", "O", "H", "H", "O", "H", "H", "O"], "xyz": [[-1.63, -1.11, 0.33], [-0.44, -0.30, -0.04], [-1.88, -0.94, 1.36], [-2.49, -0.70, -0.20], [-1.52, -2.13, -0.03], [0.41, -0.73, 0.31], [-0.53, 0.66, 0.29], [-0.28, -0.29, -1.05], [1.30, 2.15, -0.55], [0.90, 2.46, -2.00], [0.86, 1.77, -1.33], [0.22, 2.82, 1.96], [0.20, 1.65, 2.91], [0.23, 1.86, 1.97], [1.01, -2.91, -1.13], [2.23, -2.24, -1.62], [1.40, -2.02, -1.17]], "total_charge": 1, "e_lumo_ev": -2.98}

entry two has the most favorable energy; the next structure is 60.9 kJ/mol above.

Entry one
{"formula": "C17H18Cl2N4O2", "method": "wB97M-V/def2-TZVPD", "species": ["N", "C", "C", "C", "C", "N", "C", "O", "C", "Cl", "C", "Cl", "C", "O", "C", "C", "C", "N", "C", "C", "C", "C", "C", "N", "C", "H", "H", "H", "H", "H", "H", "H", "H", "H", "H", "H", "H", "H", "H", "H", "H", "H", "H"], "xyz": [[-0.43, -3.98, 2.74], [0.56, -3.37, 2.71], [1.75, -2.65, 2.68], [1.75, -1.28, 2.67], [0.56, -0.56, 2.66], [-0.44, 0.04, 2.64], [3.01, -0.53, 2.66], [3.04, 0.68, 2.65], [4.24, -1.28, 2.65], [5.71, -0.41, 2.64], [4.24, -2.64, 2.66], [5.71, -3.51, 2.66], [3.01, -3.39, 2.67], [3.04, -4.61, 2.68], [-3.43, 2.21, 0.90], [-4.56, 1.69, -0.03], [-3.88, 1.29, -1.35], [-2.42, 1.17, -1.06], [-1.52, 1.19, -2.24], [-0.08, 0.86, -1.84], [0.94, 0.94, -3.00], [2.02, -0.10, -2.63], [1.29, -1.14, -1.77], [0.03, -0.52, -1.29], [-2.12, 2.09, 0.10], [-3.62, 3.23, 1.23], [-3.37, 1.60, 1.81], [-5.06, 0.83, 0.42], [-5.33, 2.45, -0.18], [-4.25, 0.34, -1.74], [-4.04, 2.04, -2.13], [-1.89, 0.44, -2.94], [-1.58, 2.16, -2.74], [0.23, 1.56, -1.06], [0.46, 0.69, -3.95], [1.36, 1.95, -3.11], [2.49, -0.54, -3.52], [2.82, 0.38, -2.06], [1.03, -2.02, -2.38], [1.91, -1.50, -0.94], [-0.03, -0.50, -0.27], [-1.80, 3.06, -0.28], [-1.31, 1.67, 0.69]], "smiles": "N#CC1=C(C#N)C(=O)C(Cl)=C(Cl)C1=O.C1CN[C@H](CN2CCCC2)C1", "e_lumo_ev": -3.50}

Entry two
{"formula": "C17H18Cl2N4O2", "method": "wB97M-V/def2-TZVPD", "species": ["O", "Cl", "Cl", "N", "O", "C", "C", "C", "C", "C", "C", "C", "C", "C", "C", "C", "C", "N", "N", "N", "C", "C", "C", "C", "C", "H", "H", "H", "H", "H", "H", "H", "H", "H", "H", "H", "H", "H", "H", "H", "H", "H", "H"], "xyz": [[-1.21, 2.38, -1.60], [5.01, 1.15, 4.01], [0.09, -2.72, 3.54], [3.08, 3.39, -2.07], [0.93, 0.90, 0.86], [-0.12, 1.96, -1.23], [2.25, 2.50, -1.72], [-0.20, -1.00, 0.90], [0.01, 0.93, -0.19], [0.78, -0.27, 1.51], [-0.71, -0.22, -0.15], [3.49, -1.02, 4.79], [2.36, -1.87, 4.63], [2.82, 0.20, 2.82], [3.71, 0.04, 3.87], [1.46, -1.65, 3.60], [1.67, -0.64, 2.65], [2.88, 1.37, -1.35], [0.91, 2.76, -1.66], [-1.66, -0.79, -1.01], [-1.42, -0.87, -2.46], [-2.91, -1.44, -0.48], [-2.66, -0.27, -3.12], [-4.13, -0.78, -1.12], [-4.00, -0.85, -2.64], [2.75, 4.30, -2.30], [-0.60, -1.96, 1.17], [4.19, -1.22, 5.59], [2.20, -2.66, 5.34], [3.06, 1.03, 2.15], [3.87, 1.55, -1.21], [2.42, 0.95, -0.56], [0.62, 3.56, -2.15], [-1.29, -1.90, -2.76], [-0.53, -0.32, -2.77], [-2.92, -1.34, 0.61], [-2.90, -2.48, -0.68], [-2.60, 0.80, -2.91], [-2.55, -0.31, -4.18], [-4.15, 0.28, -0.84], [-5.05, -1.28, -0.78], [-4.89, -0.34, -3.11], [-4.06, -1.88, -2.97]], "smiles": "[H]/N=C(/N)NC(=O)c1oc(-c2cc(Cl)ccc2Cl)cc1N1CCCCC1", "e_lumo_ev": -0.33}

entry two has the most favorable energy; the next structure is 228.2 kJ/mol above.

Entry one
{"formula": "AgI", "method": "wB97M-V/def2-TZVPD", "species": ["Ag", "I"], "xyz": [[0.42, -1.89, -0.16], [0.03, -4.19, 1.18]], "spin_multiplicity": 2, "total_charge": 1, "e_lumo_ev": [-6.27, -8.78]}

Entry two
{"formula": "AgI", "method": "wB97M-V/def2-TZVPD", "species": ["Ag", "I"], "xyz": [[-0.42, -0.46, 1.33], [0.42, 0.46, -1.33]], "spin_multiplicity": 2, "total_charge": 1, "e_lumo_ev": [-6.49, -8.48]}

entry one has the most favorable energy; the next structure is 8.7 kJ/mol above.

Entry one
{"formula": "CH3N5", "method": "wB97M-V/def2-TZVPD", "species": ["C", "H", "H", "H", "N", "N", "N", "N", "N"], "xyz": [[0.00, 0.78, 0.18], [0.21, 1.23, 1.99], [0.55, -1.94, -0.97], [-0.15, -0.73, 1.31], [-0.08, 1.63, 1.01], [-0.38, 0.95, -1.29], [-0.36, -0.20, -1.82], [-0.16, -1.17, -0.71], [0.37, -0.55, 0.31]], "smiles": "[H]/N=c1/nn[nH][nH]1", "e_lumo_ev": 0.15}

Entry two
{"formula": "CH3N5", "method": "wB97M-V/def2-TZVPD", "species": ["C", "H", "H", "H", "N", "N", "N", "N", "N"], "xyz": [[0.23, 0.11, 0.27], [1.74, -0.01, 1.60], [0.53, 1.28, 1.95], [-1.79, -0.08, -2.00], [0.96, 0.57, 1.34], [0.55, -1.04, -0.30], [-0.28, -1.26, -1.29], [-1.09, -0.23, -1.26], [-0.85, 0.66, -0.31]], "smiles": "Nc1nn[nH]n1", "e_lumo_ev": 1.16}

entry two has the most favorable energy; the next structure is 267.6 kJ/mol above.

Entry one
{"formula": "C3H2Cl2N2O", "method": "wB97M-V/def2-TZVPD", "species": ["C", "C", "C", "N", "N", "O", "Cl", "Cl", "H", "H"], "xyz": [[0.65, 0.88, -0.84], [0.92, -0.21, -0.13], [-0.50, -0.82, 0.72], [-1.37, 0.27, 0.93], [-1.42, 1.26, 0.25], [-0.55, 1.53, -0.77], [2.40, -1.00, 0.07], [-1.25, -1.99, -0.39], [1.34, 1.41, -1.49], [-0.22, -1.33, 1.64]], "smiles": "ClC1=CON=N[C@H]1Cl", "e_lumo_ev": 0.21}

Entry two
{"formula": "C3H2Cl2N2O", "method": "wB97M-V/def2-TZVPD", "species": ["C", "C", "C", "N", "N", "O", "Cl", "Cl", "H", "H"], "xyz": [[1.19, 0.49, 0.09], [0.86, -0.79, -0.19], [0.00, 1.27, 0.25], [-0.49, -0.95, -0.29], [-1.08, 0.19, 0.18], [-0.27, 2.42, 0.41], [-1.23, -2.47, 0.22], [-2.65, 0.56, -0.44], [2.18, 0.91, 0.12], [1.49, -1.64, -0.36]], "smiles": "O=c1ccn(Cl)n1Cl", "e_lumo_ev": -0.48}

entry two has the most favorable energy; the next structure is 61.0 kJ/mol above.